{
  "formula": "H6O3",
  "method": "ωB97M-V with the def2-TZVPD basis set",
  "elements": ["O", "H", "H", "O", "H", "H", "O", "H", "H"],
  "coordinates": [[1.195052, 4.835906, -7.548847], [1.236640, 3.979233, -7.100985], [1.990557, 4.582544, -8.112784], [0.092289, -1.938136, 4.494068], [0.018682, -2.242240, 5.416329], [1.019421, -1.891759, 4.245800], [-1.927150, -2.198004, 2.553229], [-1.252940, -2.114821, 3.246859], [-2.372550, -3.012723, 2.806330]],
  "atomic_forces_ev_per_a": [[2.2, -1.6, -1.1], [-0.9, 0.2, 0.7], [-1.3, 1.4, 0.4], [-0.3, -0.1, 0.5], [0.3, 0.2, -0.6], [0.0, -0.1, 0.2], [0.0, -0.2, 0.2], [0.0, 0.2, -0.2], [-0.1, 0.0, -0.2]],
  "homo_lumo_gap_ev": 11.34,
  "relative_energy_kj_mol": 65.7,
  "smiles": "O.O.O",
  "energy_ha": -229.30007,
  "homo_ev": -10.76
}

=====

{
  "formula": "C41H29GdN5O4P",
  "method": "ωB97M-V with the def2-TZVPD basis set",
  "elements": ["Gd", "C", "C", "N", "C", "C", "C", "C", "C", "C", "C", "N", "C", "C", "C", "C", "C", "C", "C", "C", "N", "C", "H", "H", "H", "H", "H", "H", "H", "H", "H", "H", "H", "H", "O", "C", "O", "C", "C", "N", "N", "C", "C", "O", "O", "H", "H", "H", "C", "C", "C", "C", "C", "C", "P", "C", "C", "C", "C", "C", "C", "C", "C", "C", "C", "C", "C", "H", "H", "H", "H", "H", "H", "H", "H", "H", "H", "H", "H", "H", "H"],
  "coordinates": [[-0.403051, -0.546637, 1.448255], [-2.809555, -4.226226, 0.051451], [-2.412648, -2.940469, 0.395300], [-1.159192, -2.491430, 0.264162], [-0.211549, -3.296385, -0.310170], [-0.559663, -4.585779, -0.745053], [-1.866848, -5.049557, -0.575735], [0.560309, -5.348359, -1.220118], [1.886682, -4.969796, -1.196546], [2.195438, -3.727564, -0.656766], [1.157937, -2.828025, -0.292278], [1.350175, -1.547085, 0.161132], [2.566709, -0.901074, 0.136376], [3.512512, -1.045559, -0.906249], [4.803864, -0.488437, -0.780375], [5.131161, 0.381681, 0.248683], [4.124382, 0.725671, 1.227219], [4.278069, 1.790082, 2.085542], [3.174276, 2.260713, 2.838942], [1.977392, 1.605489, 2.763205], [1.782880, 0.616555, 1.806380], [2.831563, 0.106775, 1.103089], [-3.860850, -4.529549, 0.214581], [-3.086443, -2.216668, 0.851376], [-2.128269, -6.043584, -0.955241], [0.288697, -6.318538, -1.611114], [2.709177, -5.587159, -1.592898], [3.230277, -3.384832, -0.625014], [3.223148, -1.646947, -1.765224], [5.609940, -0.808277, -1.460576], [6.119052, 0.915530, 0.319631], [5.252344, 2.260539, 2.301208], [3.288975, 3.114578, 3.553074], [1.082824, 1.836355, 3.331046], [-1.163579, 0.431998, 7.386951], [-0.653390, -0.771132, 7.145889], [-0.268917, -1.522858, 7.993173], [-0.589426, -1.310785, 5.645003], [-0.302029, -2.642970, 5.339735], [-0.226526, -2.731284, 3.990546], [-0.577851, -1.552795, 3.400938], [-0.836324, -0.687715, 4.432380], [-1.183892, 0.741961, 4.141121], [-1.675494, 1.465807, 5.003215], [-0.970566, 1.071358, 2.894779], [-1.482305, 0.918609, 6.560265], [0.081211, -3.371394, 6.013244], [-0.021538, -3.569019, 3.464970], [-1.680391, 1.979561, -6.782090], [-2.015098, 2.910071, -5.778609], [-1.775482, 2.630477, -4.423778], [-1.162461, 1.415543, -4.034872], [-0.820520, 0.523963, -5.045467], [-1.099505, 0.777512, -6.428677], [-0.821759, 0.903636, -2.341791], [0.048679, 2.409897, -1.780407], [1.213189, 2.728182, -2.519381], [2.055053, 3.783587, -2.105116], [1.786146, 4.475029, -0.942374], [0.628254, 4.175586, -0.220850], [-0.267698, 3.194210, -0.630696], [-2.310868, 0.985501, -1.380138], [-3.574963, 1.209823, -1.944788], [-4.654590, 1.360001, -1.095049], [-4.495012, 1.359031, 0.294921], [-3.239558, 1.103372, 0.786102], [-2.206102, 0.798678, -0.049623], [-1.986456, 2.173631, -7.819204], [-2.390634, 3.918831, -6.007974], [-1.970558, 3.370227, -3.652509], [-0.334667, -0.427669, -4.795268], [-0.824181, -0.009483, -7.119321], [1.468155, 2.166535, -3.431712], [2.865985, 4.046673, -2.757095], [2.435582, 5.315034, -0.631642], [0.431766, 4.768663, 0.666255], [-1.244549, 3.070014, -0.119660], [-3.732919, 1.291039, -3.034167], [-5.628082, 1.448642, -1.521640], [-5.343072, 1.421084, 0.971660], [-3.122772, 1.167304, 1.855455]],
  "atomic_forces_ev_per_a": [[0.2, 2.6, -4.5], [-0.1, -1.0, -0.9], [1.1, 0.8, 0.4], [-0.7, -1.1, -0.6], [-0.6, 0.5, 1.0], [2.5, 0.1, -0.1], [-1.1, 0.3, 0.2], [-0.7, -1.5, -0.7], [-0.9, -0.1, 0.2], [-0.6, 1.5, 0.0], [1.3, 0.0, -0.3], [-0.2, 0.1, 0.6], [0.6, -0.8, -2.2], [-0.6, -0.1, 1.4], [0.9, 0.5, 0.5], [0.3, 0.0, 0.2], [0.1, -0.8, -2.2], [-0.9, 1.3, 2.1], [1.9, 0.5, 0.7], [-0.9, -1.9, -2.7], [0.5, 0.2, 2.1], [0.0, 2.0, 0.9], [0.9, 0.1, -0.2], [-0.2, -0.2, -0.1], [0.1, 0.3, 0.3], [0.2, -0.2, -0.1], [-0.7, 0.1, 0.3], [-0.4, -0.2, 0.1], [0.3, 0.1, 0.2], [-0.6, 0.5, 0.0], [-1.0, -0.9, -0.1], [-0.5, -0.3, -0.7], [0.0, -0.9, -0.8], [0.3, 0.3, -0.1], [0.1, -0.4, -0.5], [-0.4, -0.4, -1.9], [0.1, 0.0, 0.4], [-0.8, 0.2, 2.0], [1.0, 1.5, -0.7], [-0.8, 0.8, 1.1], [-0.6, -1.4, 3.5], [0.8, -1.0, -0.6], [-0.3, 0.8, -2.2], [0.3, -0.3, 0.2], [-0.5, 0.0, 2.7], [0.4, -0.5, 0.1], [-0.1, -0.7, 0.2], [-0.1, 0.3, -0.2], [-0.7, 0.1, -0.1], [0.4, 0.3, 0.9], [0.5, -0.3, -0.6], [-0.9, 0.2, -1.2], [-0.2, -0.3, -1.2], [0.4, -0.1, 1.8], [1.4, -0.5, 0.3], [0.8, 0.8, 0.4], [0.0, 0.5, 0.7], [-0.8, -1.0, -0.6], [0.0, 0.5, 0.2], [0.1, 0.3, 0.1], [-0.1, -0.4, -0.8], [-1.4, 0.1, -2.2], [-0.1, 0.4, -0.2], [-0.2, -0.2, 0.3], [-0.6, -0.3, -0.9], [-0.9, 0.1, 1.0], [2.3, -0.7, 2.2], [0.4, 0.0, 0.4], [0.0, -0.7, -0.2], [-0.2, 0.0, -0.2], [-0.2, 0.4, 0.0], [-0.1, 0.3, -0.3], [-0.2, 0.3, 0.5], [0.4, 0.1, 0.0], [-0.4, -0.7, -0.1], [-0.2, -0.1, 0.0], [1.0, -0.1, -0.2], [0.2, -0.1, 0.7], [-0.6, 0.2, -0.2], [0.0, 0.3, -0.2], [0.2, -0.3, 0.3]],
  "homo_lumo_gap_ev": [6.32, 6.22],
  "relative_energy_kj_mol": 89.5,
  "spin_multiplicity": 8,
  "energy_ha": -3261.59032,
  "s_squared": 16.070,
  "homo_ev": [-6.99, -6.98]
}

=====

Number 1: F_max 2.9 eV Å⁻¹. Number 2: F_max 5.2 eV Å⁻¹.